Density functional theory data (wB97M-V/def2-TZVPD) for a structure of composition C26H49NO11P3SSbSi3Sn in a non-equilibrium geometry.

Geometry as XYZ:
```
96
Properties=species:S:1:pos:R:3:forces:R:3
Sn -0.763 1.994 -0.877 -2.02 -0.32 1.49
C -7.624 0.008 -1.618 -0.72 -1.34 -1.00
C -6.444 0.795 -1.148 0.57 0.21 0.93
C -6.094 0.377 0.152 1.03 1.42 0.61
C -5.073 1.071 0.861 -0.43 -1.03 -1.67
C -4.457 2.147 0.237 -1.52 0.52 0.18
C -4.883 2.650 -1.020 0.31 -0.45 0.29
C -5.766 1.890 -1.792 -1.22 -0.77 0.75
S -3.473 3.150 1.307 2.49 -0.01 -0.07
O -3.488 4.436 0.599 -0.10 -0.59 1.20
O -3.883 2.995 2.714 0.26 0.49 -2.01
N -1.947 2.522 1.148 -0.94 0.25 -0.90
C -1.192 1.995 2.273 0.50 0.34 -0.77
C 0.212 1.510 1.717 -0.94 -2.34 4.06
O 0.826 0.726 2.465 -0.40 1.39 -1.30
O 0.639 1.919 0.588 0.85 0.70 -1.53
H -7.488 -1.047 -1.245 -0.28 0.98 -0.52
H -7.741 -0.064 -2.713 0.13 0.18 0.33
H -8.608 0.339 -1.217 0.75 0.14 -0.13
H -6.705 -0.395 0.656 0.65 0.42 -0.40
H -4.680 0.757 1.814 -0.35 -0.04 0.30
H -4.560 3.661 -1.306 0.09 -0.75 -0.11
H -6.078 2.182 -2.817 0.28 -0.09 0.93
H -1.698 1.194 2.874 0.63 0.58 -0.66
H -0.923 2.842 2.923 -0.09 -0.37 0.28
O -1.198 -2.676 -0.302 -2.51 -0.29 -0.74
P -0.324 -1.384 -0.311 2.56 0.24 -1.39
O 0.947 -1.779 0.409 -1.99 1.26 -0.29
O -1.170 -0.163 -0.069 0.41 0.18 -0.15
O 0.200 -1.366 -1.874 -0.95 0.34 0.82
P 0.412 -0.335 -3.079 -1.11 -0.15 -0.37
O 1.921 -0.750 -3.362 0.63 0.69 0.73
O -0.440 -0.664 -4.256 0.60 0.91 1.14
O 0.335 1.114 -2.431 0.58 -1.52 -0.91
H -2.049 -2.497 -0.796 1.09 -0.43 0.79
H 2.173 -0.828 -4.276 -0.20 0.05 -0.58
C 3.437 -5.987 0.524 -0.68 0.83 0.82
Si 2.024 -4.614 0.307 1.41 0.08 -0.60
C 0.332 -5.462 0.206 -1.47 0.18 -0.14
C 2.348 -3.737 -1.367 0.30 0.26 0.54
Sb 2.340 -2.586 1.992 1.65 -0.37 -0.48
Si 5.171 -1.978 2.066 -1.61 -0.56 1.59
C 5.618 -3.061 3.589 0.71 1.49 -0.31
C 6.124 -2.410 0.579 -0.31 0.00 -0.87
C 5.261 -0.125 2.332 -0.35 0.78 0.43
Si 1.026 -3.085 4.098 -0.81 -0.79 0.40
C 1.864 -4.607 4.968 -0.45 0.90 0.19
C 0.880 -1.550 5.177 -0.73 0.11 -0.19
C -0.799 -3.321 3.441 1.77 -0.15 0.16
H 2.923 -6.917 0.253 0.26 -0.07 0.20
H 3.737 -6.023 1.632 -0.08 -0.13 -1.76
H 4.284 -5.849 -0.197 -0.62 0.06 0.95
H 0.381 -6.317 -0.541 0.10 0.80 1.04
H -0.479 -4.761 -0.201 1.39 -0.85 0.58
H -0.071 -5.811 1.201 0.57 0.05 -1.05
H 3.374 -3.873 -1.760 -0.42 -0.02 0.31
H 2.088 -2.661 -1.390 0.26 -0.79 0.09
H 1.662 -4.239 -2.031 -0.25 -0.16 -0.63
H 5.842 -4.070 3.291 -0.02 -0.47 -0.20
H 4.852 -3.064 4.354 -0.19 0.02 0.08
H 6.537 -2.633 4.040 -0.29 -0.26 -0.08
H 5.519 -1.946 -0.234 0.65 -0.61 0.06
H 6.304 -3.476 0.456 -0.38 -0.05 -0.29
H 7.108 -1.949 0.591 0.10 0.35 0.07
H 4.314 0.352 2.678 0.56 -0.63 0.09
H 5.501 0.497 1.435 0.26 -0.79 0.57
H 6.029 -0.009 3.140 -0.46 0.30 -0.71
H 1.838 -5.477 4.315 0.14 -0.01 -0.07
H 1.334 -4.870 5.905 0.25 0.18 -0.40
H 2.911 -4.343 5.218 -0.50 -0.25 -0.14
H 1.811 -1.011 5.235 0.41 0.14 0.33
H 0.456 -1.739 6.184 0.40 -0.05 -0.44
H 0.183 -0.851 4.670 0.37 -0.37 0.15
H -1.047 -2.271 3.343 -0.58 0.14 -0.10
H -1.365 -3.808 4.232 -0.29 0.06 -0.08
H -0.919 -3.819 2.471 0.05 0.03 0.34
C -1.476 6.236 -1.221 0.26 0.37 -1.31
P -0.821 4.686 -1.970 0.84 -0.21 0.91
C 1.049 4.688 -1.698 0.62 0.16 0.10
C -0.897 4.897 -3.751 1.81 0.37 -1.09
C -0.336 3.856 -4.536 -1.49 0.24 0.22
C -0.363 3.948 -5.906 -0.24 0.24 -1.82
C -0.616 5.190 -6.536 0.51 -0.34 0.94
C -0.986 6.298 -5.756 -0.08 -1.11 -0.95
C -1.138 6.130 -4.383 -0.92 -0.09 0.27
H -0.990 7.141 -1.644 -0.08 -0.57 0.13
H -1.319 6.238 -0.168 -0.01 -0.22 0.85
H -2.549 6.310 -1.429 0.18 -0.20 0.16
H 1.376 5.637 -2.141 0.20 -0.09 0.21
H 1.608 3.881 -2.258 -1.03 0.61 0.47
H 1.412 4.637 -0.628 -0.83 0.07 -1.05
H -0.037 2.918 -4.120 -0.05 -0.46 0.52
H -0.312 3.040 -6.568 0.63 0.95 0.93
H -0.391 5.266 -7.599 -0.60 0.11 0.13
H -1.295 7.190 -6.304 0.35 0.07 0.58
H -1.567 6.951 -3.814 0.18 -0.08 0.00
```
Forces are in eV/Å.

Largest force on an atom ... 0.0929 hartree/bohr
Molar mass ... 1001.39 g/mol
Charge ... 0
Kohn-Sham gap (alpha / beta) ... 4.71 / 6.88 eV
E_HOMO (alpha / beta) ... -6.418 / -7.396 eV
ΔE to the lowest compared entry with this formula, charge and spin ... 54.1 kcal/mol

=====

Density functional theory data (wB97M-V/def2-TZVPD) for a structure of composition C20H53N9O11Zn in a non-equilibrium geometry.

Geometry as XYZ:
```
94
Properties=species:S:1:pos:R:3:forces:R:3
Zn -1.700 0.359 -0.219 0.81 -0.27 0.10
C 0.752 0.774 0.289 -2.36 -0.13 -0.42
O 1.899 1.150 0.584 -0.18 -0.33 -0.45
O -0.154 0.319 1.102 0.33 -0.50 2.31
O 0.144 0.824 -0.882 1.83 1.05 -2.00
C 2.593 4.749 0.784 0.87 -0.91 -1.14
O 3.039 5.866 0.988 -0.63 -0.15 0.16
N 3.328 3.738 0.213 0.24 0.27 0.23
N 1.302 4.328 0.973 -0.76 0.99 0.40
H 2.906 2.837 0.056 0.08 -0.11 0.06
H 4.275 3.910 -0.070 -0.04 0.08 0.14
H 1.030 3.361 0.985 0.22 -0.10 -0.05
H 0.619 5.041 1.158 0.09 -0.12 0.29
C 0.319 -0.818 4.714 -0.73 0.44 -0.22
O -0.816 -0.511 5.117 0.80 -0.28 0.03
N 0.667 -0.758 3.415 -0.29 -0.06 -0.69
N 1.332 -1.253 5.521 -0.99 0.19 0.00
H 0.151 -0.200 2.730 0.01 -0.17 0.26
H 1.617 -0.931 3.129 0.11 0.10 0.40
H 2.196 -1.481 5.064 0.32 -0.07 0.59
H 1.068 -1.366 6.484 0.61 -0.22 0.01
C 3.168 1.933 -2.871 1.18 -0.57 -3.26
O 3.931 2.477 -3.686 -0.09 -0.13 1.49
N 3.506 0.895 -2.028 -0.36 0.74 0.83
N 1.835 2.075 -3.017 -0.40 0.14 0.56
H 2.886 0.990 -1.219 0.50 -0.76 0.37
H 4.488 0.852 -1.801 -0.01 0.11 0.02
H 1.585 2.884 -3.558 -0.37 -0.08 0.16
H 1.238 1.583 -2.357 -0.52 0.46 -0.02
C -2.119 3.606 0.054 -0.64 0.03 -1.07
O -2.232 2.263 0.504 0.12 0.55 0.60
C -3.333 2.067 1.370 -1.01 1.18 -0.11
C -3.322 0.722 2.042 1.09 -0.14 0.27
N -3.118 -0.454 1.096 -0.63 2.45 1.26
C -2.918 -1.616 1.990 -0.40 -0.67 -2.51
C -3.108 -2.905 1.178 1.06 0.70 0.61
O -4.326 -2.904 0.471 0.06 -0.60 0.31
C -4.829 -4.238 0.371 -0.72 0.88 -0.76
H -2.049 4.383 0.817 0.29 -0.46 0.49
H -3.025 3.859 -0.512 -0.09 0.00 -0.07
H -1.290 3.674 -0.645 0.26 -0.11 0.28
H -4.283 2.255 0.841 0.11 -0.30 -0.43
H -3.323 2.898 2.084 0.10 -0.40 0.49
H -4.255 0.554 2.584 -0.04 0.26 0.05
H -2.517 0.743 2.781 0.07 -0.36 -0.07
H -4.048 -0.421 0.684 0.12 -1.17 -0.40
H -3.688 -1.535 2.757 0.51 -0.35 0.53
H -1.865 -1.640 2.266 -0.21 0.40 0.82
H -2.925 -3.672 1.940 -0.88 -0.50 -0.24
H -2.292 -3.051 0.461 0.08 0.27 0.00
H -5.299 -4.458 1.329 0.30 -0.75 -0.05
H -4.078 -4.926 -0.024 0.19 -0.16 0.66
H -5.601 -4.237 -0.404 -0.14 0.17 0.19
C -1.768 0.723 -6.401 -0.03 -0.99 0.48
O -2.088 0.461 -5.026 0.05 0.06 -0.40
C -2.518 1.574 -4.269 -0.70 -0.19 -0.15
C -2.015 1.397 -2.827 -0.51 -0.79 -0.85
N -3.035 0.810 -1.869 1.02 0.22 -1.88
C -3.565 -0.470 -2.435 -1.14 0.81 0.93
C -2.603 -1.669 -2.375 -0.96 1.50 -0.06
O -1.648 -1.409 -1.372 0.72 -0.49 -0.44
C -0.441 -2.123 -1.612 0.14 -1.38 -0.49
H -2.114 -0.153 -6.951 -0.11 0.11 -0.16
H -0.684 0.741 -6.508 0.04 0.44 -0.06
H -2.259 1.610 -6.798 0.07 0.12 0.09
H -3.620 1.578 -4.284 -0.05 0.23 0.04
H -2.213 2.494 -4.775 0.31 0.13 0.43
H -1.681 2.353 -2.438 0.46 -0.28 0.23
H -1.276 0.609 -2.964 0.75 0.64 0.52
H -3.737 1.541 -1.944 -0.62 -0.50 0.70
H -3.928 -0.294 -3.448 0.11 -0.32 -0.09
H -4.440 -0.695 -1.821 -0.04 -0.07 -0.04
H -2.184 -1.720 -3.381 0.46 -0.60 0.23
H -3.222 -2.512 -2.064 0.32 -0.39 -0.44
H 0.120 -1.786 -2.486 0.01 0.73 0.29
H -0.701 -3.151 -1.899 -0.17 -0.09 0.30
H 0.173 -2.197 -0.719 -0.07 0.53 0.05
C 3.105 -3.074 2.162 -0.76 -0.46 -0.22
C 4.213 -2.052 2.315 -0.92 -0.96 -0.09
C 4.970 -1.892 1.002 0.51 -0.15 1.43
O 6.028 -0.977 1.224 0.00 0.71 -0.90
C 7.186 -1.460 1.871 -0.59 0.36 0.45
N 3.635 -0.817 2.846 1.07 0.89 -0.61
H 2.779 -3.459 3.130 -0.02 0.10 0.01
H 3.376 -3.941 1.555 0.27 0.04 0.04
H 2.218 -2.647 1.683 0.06 0.13 -0.01
H 4.853 -2.482 3.092 0.41 0.34 -0.14
H 4.287 -1.525 0.235 0.24 0.29 -0.10
H 5.364 -2.871 0.704 0.04 -0.01 -0.17
H 7.950 -0.688 1.787 0.16 -0.22 -0.60
H 7.461 -2.429 1.452 0.39 0.01 0.10
H 7.051 -1.513 2.958 -0.24 -0.51 0.01
H 3.179 -0.294 2.087 -0.47 -0.44 -0.09
H 4.433 -0.182 2.929 -0.02 -0.08 0.68
```
Forces are in eV/Å.

Largest force on an atom ... 0.0683 hartree/bohr
Molar mass ... 661.09 g/mol
Charge ... 0
Kohn-Sham gap ... 7.94 eV
E_HOMO ... -8.413 eV
ΔE to the lowest compared entry with this formula, charge and spin ... 0.0 kcal/mol

=====

Density functional theory data (wB97M-V/def2-TZVPD) for the molecule C20H27N5O4.

Geometry as XYZ:
```
56
Properties=species:S:1:pos:R:3:forces:R:3
C -1.713 5.192 -1.252 0.00 0.00 0.00
C -1.637 3.854 -0.587 0.00 0.00 0.00
C -0.504 3.116 -0.595 0.00 0.00 0.00
C -0.457 1.816 0.057 -0.01 -0.01 -0.02
N 0.424 0.913 0.215 0.01 0.02 0.03
C 1.795 0.898 -0.250 0.00 -0.02 0.01
C 1.970 -0.311 -1.173 0.00 0.01 -0.01
C 3.432 -0.542 -1.541 0.00 0.00 0.00
C 4.072 0.696 -2.152 0.00 0.00 0.00
C 3.882 1.887 -1.211 0.00 0.00 0.00
C 2.406 2.135 -0.913 0.00 0.00 0.00
C 5.548 0.443 -2.446 0.00 0.00 0.00
N 6.117 1.517 -3.249 0.00 0.00 0.00
C 6.994 2.384 -2.669 0.00 0.00 0.00
O 7.293 2.322 -1.486 0.00 0.00 0.00
C 7.639 3.414 -3.524 0.00 0.00 0.00
C 8.168 3.334 -4.765 0.00 0.00 0.00
O 8.783 4.468 -5.089 0.00 0.00 0.00
N 8.668 5.356 -4.025 0.00 0.00 0.00
C 8.007 4.730 -3.095 0.00 0.00 0.00
C 7.717 5.389 -1.792 0.00 0.00 0.00
C 5.394 1.730 -4.493 0.00 0.00 0.00
C 3.917 1.944 -4.192 0.00 0.00 0.00
O 3.387 0.900 -3.403 0.00 0.00 0.00
N -1.705 1.514 0.640 0.00 0.00 0.00
C -2.793 2.315 0.599 0.00 0.00 0.00
C -4.005 1.754 1.302 0.00 0.00 0.00
O -5.085 2.643 1.197 0.00 0.00 0.00
N -2.820 3.461 0.019 0.00 0.00 0.00
H -0.770 5.468 -1.719 0.00 0.00 0.00
H -2.501 5.180 -2.007 0.00 0.00 0.00
H -1.989 5.949 -0.517 0.00 0.00 0.00
H 0.367 3.499 -1.093 0.00 0.00 0.00
H 2.401 0.701 0.647 0.00 0.00 0.00
H 1.561 -1.192 -0.678 0.00 0.00 0.00
H 1.382 -0.145 -2.079 0.00 0.00 0.00
H 4.002 -0.812 -0.646 0.00 0.00 0.00
H 3.522 -1.370 -2.248 0.00 0.00 0.00
H 4.421 1.665 -0.285 0.00 0.00 0.00
H 4.352 2.785 -1.616 0.00 0.00 0.00
H 1.888 2.349 -1.852 0.00 0.00 0.00
H 2.308 3.007 -0.262 0.00 0.00 0.00
H 6.118 0.362 -1.524 0.00 0.00 0.00
H 5.636 -0.490 -3.012 0.00 0.00 0.00
H 8.202 2.548 -5.502 0.00 0.00 0.00
H 8.181 4.829 -0.982 0.00 0.00 0.00
H 8.093 6.409 -1.804 0.00 0.00 0.00
H 6.643 5.402 -1.601 0.00 0.00 0.00
H 5.785 2.596 -5.019 0.00 0.00 0.00
H 5.515 0.847 -5.129 0.00 0.00 0.00
H 3.782 2.916 -3.700 0.00 0.00 0.00
H 3.342 1.951 -5.118 0.00 0.00 0.00
H -1.736 0.619 1.107 0.00 0.00 0.00
H -4.233 0.781 0.847 0.00 0.00 0.00
H -3.727 1.573 2.349 0.00 0.00 0.00
H -5.835 2.260 1.660 0.00 0.00 0.00
```
Forces are in eV/Å.

Largest force on an atom ... 0.0006 hartree/bohr
Molar mass ... 401.47 g/mol
Charge ... 0
Kohn-Sham gap ... 8.62 eV
E_HOMO ... -8.032 eV
Structure (SMILES) ... Cc1c/c(=N\[C@H]2CC[C@@]3(CC2)CN(C(=O)c2conc2C)CCO3)[nH]c(CO)n1
ΔE to the lowest compared entry with this formula, charge and spin ... 33.6 kcal/mol

=====

Density functional theory data (wB97M-V/def2-TZVPD) for the ion C4H7N2 with charge +1 in a non-equilibrium geometry.

Geometry as XYZ:
```
13
Properties=species:S:1:pos:R:3:forces:R:3
C -2.063 0.583 0.228 -0.53 3.90 0.33
N -1.907 -0.895 0.225 0.18 0.44 0.09
C -0.843 -0.128 0.029 0.45 0.88 -0.33
N 0.400 -0.060 -0.304 -1.73 -1.09 0.75
C 1.520 -0.822 0.171 0.16 -1.56 -0.91
C 1.582 0.657 0.078 1.64 -1.83 -3.96
H -2.179 1.310 1.146 0.34 -2.19 -1.18
H -2.479 1.182 -0.634 -0.10 -1.61 0.58
H -2.113 -1.508 1.006 0.06 -0.20 -0.13
H 1.835 -1.479 -0.652 0.83 0.66 0.44
H 1.469 -1.344 1.099 -0.37 -0.02 0.70
H 1.438 1.252 0.862 -0.05 2.22 3.27
H 2.261 0.966 -0.733 -0.87 0.40 0.35
```
Forces are in eV/Å.

Largest force on an atom ... 0.0907 hartree/bohr
Molar mass ... 83.11 g/mol
Charge ... +1
Kohn-Sham gap ... 11.27 eV
E_HOMO ... -15.635 eV
Structure (SMILES) ... C1NC1=[N+]1CC1
ΔE to the lowest compared entry with this formula, charge and spin ... 112.2 kcal/mol

=====

Density functional theory data (wB97M-V/def2-TZVPD) for a cluster of 2 separate species, C9H11O3 in total in a non-equilibrium geometry.

Geometry as XYZ:
```
23
Properties=species:S:1:pos:R:3:forces:R:3
C 2.454 -2.544 0.666 0.90 1.81 -0.29
C -1.285 -2.088 0.678 0.20 -0.22 -0.37
C -0.017 -2.615 0.571 -0.41 -0.84 -0.13
C -1.365 -0.649 0.632 2.47 0.50 1.87
C 1.105 -1.796 0.597 2.29 -2.26 -0.88
C -0.150 0.199 0.759 -0.30 -3.61 -1.56
C 1.048 -0.432 0.586 2.12 1.31 0.47
O -2.385 -0.006 0.704 -4.50 1.51 -0.35
H -2.185 -2.734 0.802 0.69 0.83 -0.42
H 0.133 -3.714 0.383 -0.14 1.01 0.64
H -0.444 1.142 -1.470 -0.09 2.18 -2.49
H -0.313 1.212 0.842 -0.13 1.86 0.27
H 2.417 -3.196 1.509 0.38 -0.19 1.18
H 3.404 -1.864 0.692 -1.80 -1.03 0.23
H 2.063 0.091 0.490 -1.54 -0.41 0.39
H 2.648 -3.251 -0.114 -0.10 -0.25 -1.13
C -1.364 3.331 -0.625 0.41 -0.09 -0.40
C -0.445 3.143 -1.825 -1.02 -2.13 -1.83
O 0.024 3.885 -2.639 0.11 2.18 0.98
O -0.398 1.851 -2.289 0.01 -2.74 3.99
H -1.133 2.698 0.208 0.44 -0.32 0.28
H -2.361 3.008 -0.878 -0.29 -0.23 -0.56
H -1.455 4.327 -0.277 0.30 1.14 0.11
```
Forces are in eV/Å.

Largest force on an atom ... 0.0942 hartree/bohr
Molar mass ... 167.18 g/mol
Charge ... -1
Kohn-Sham gap ... 6.30 eV
E_HOMO ... -2.755 eV
ΔE to the lowest compared entry with this formula, charge and spin ... 57.0 kcal/mol

=====

Density functional theory data (wB97M-V/def2-TZVPD) for a cluster of 2 separate species, CH8N3O in total in a non-equilibrium geometry.

Geometry as XYZ:
```
13
Properties=species:S:1:pos:R:3:forces:R:3
N -0.123 0.164 -1.243 1.21 -1.01 -0.77
C -0.774 -0.421 -0.144 -2.50 -0.47 1.16
N -1.354 0.407 0.833 1.26 -0.24 0.28
N 0.355 -1.147 0.311 0.10 1.10 0.34
H -0.499 0.029 -2.182 0.26 -0.36 0.23
H 0.873 0.441 -1.125 -0.44 0.63 0.09
H -1.905 1.192 0.529 0.05 0.30 0.22
H -1.602 -0.084 1.680 -0.53 0.26 -0.11
H -1.528 -1.128 -0.508 -0.20 0.09 -0.53
H 0.109 -2.139 0.404 0.40 -0.45 -1.04
H 1.801 0.178 0.606 0.41 -0.26 0.72
H 2.694 1.475 0.629 0.08 -0.11 0.01
O 1.953 1.032 0.210 -0.12 0.52 -0.59
```
Forces are in eV/Å.

Largest force on an atom ... 0.0544 hartree/bohr
Molar mass ... 78.09 g/mol
Charge ... +1
Kohn-Sham gap ... 6.15 eV
E_HOMO ... -14.820 eV
ΔE to the lowest compared entry with this formula, charge and spin ... 155.0 kcal/mol